[1]
The following is a quantum chemistry calculation of a cluster of 2 separate species, C4H9NO3 in total, from the Open Molecules 2025 dataset.

Each line ends with the natural charge from an NBO analysis.
CARTESIAN COORDINATES (ANGSTROEM)
O: -0.32646 0.51890 2.25089  -0.751
C: -0.29490 -0.56725 1.48256  0.961
O: 1.57314 -0.16894 1.25726  -1.059
C: 0.18282 0.62661 -2.84328  -0.391
H: 0.71195 0.66795 2.19246  0.543
H: -0.80863 1.50011 0.07902  0.234
H: -0.20923 -1.65582 3.01786  0.503
H: 2.17627 -0.88492 1.48413  0.462
C: -0.86608 0.63333 -0.57967  -0.260
H: 1.27038 0.51802 -1.03425  0.237
H: -1.80961 0.68690 -1.12706  0.202
C: 0.30471 0.59865 -1.52202  -0.199
N: -0.91529 -0.54876 0.28697  -0.597
H: -0.78590 0.69157 -3.32791  0.186
H: -0.91148 -1.43880 -0.19281  0.401
O: -0.34003 -1.78037 2.06887  -0.675
H: 1.04833 0.60279 -3.49304  0.202

Summary:
gap between HOMO and LUMO	10.26	eV
max |F|	0.80	eV/Å
energy above the lowest of the compared OMol25 structures with the same formula, charge and spin	252.3	kJ/mol

---

[2]
The following is a quantum chemistry calculation of a structure of composition C2H5N2S3, from the Open Molecules 2025 dataset.

Each line ends with the natural charge from an NBO analysis.
CARTESIAN COORDINATES (ANGSTROEM)
S: -2.60026 1.05481 1.10795  0.558
N: 3.22308 -2.18924 0.19625  -0.527
H: -0.70212 -1.06754 -0.80799  0.445
S: -3.17991 0.79908 2.94028  -0.229
H: 0.55046 0.27668 -0.49154  0.362
H: 3.45898 -3.12416 -0.19456  0.490
S: 2.08810 0.30301 0.32114  0.021
C: 2.75436 -1.13551 0.10836  0.316
H: -1.30600 0.67864 -1.12569  0.447
H: -0.85243 -0.66925 1.46638  0.248
N: -0.75893 -0.00308 -0.52612  -0.792
C: -1.30236 0.08415 0.74192  -0.340

Summary:
gap between HOMO and LUMO (spin up / spin down)	7.28 / 7.27	eV
net charge	+1
max |F|	3.50	eV/Å
energy above the lowest of the compared OMol25 structures with the same formula, charge and spin	233.6	kJ/mol

---

[3]
The following is a quantum chemistry calculation of a structure of composition C22H17ClCrI2NO4S2Te, from the Open Molecules 2025 dataset.

Each line ends with the natural charge from an NBO analysis.
CARTESIAN COORDINATES (ANGSTROEM)
C: 3.53998 -3.13181 2.14384  -0.222
C: 4.09492 0.14754 -1.34152  -0.252
S: -3.50969 -2.05416 -2.22257  0.444
H: -3.33558 3.22130 0.59758  0.239
C: -0.73194 3.75395 -5.07098  -0.248
Cr: -0.06388 -0.26477 -0.00356  1.066
C: 4.69109 -0.82273 -0.58479  -0.111
H: -2.33446 0.77961 -5.39718  0.232
S: -2.96717 0.91753 0.17846  1.292
C: -1.76606 1.57026 -4.93082  -0.264
H: -1.52723 0.55049 -3.06093  0.233
O: 0.57376 3.23300 -1.09636  -0.623
I: 6.38589 -3.16038 1.19991  0.155
C: 2.71862 0.39639 -1.20428  0.092
H: -2.64947 2.38997 2.03205  0.236
O: 0.46496 -1.28099 1.46328  -0.651
Cl: -2.02450 2.88450 -7.27482  0.003
H: -4.70005 -0.51971 0.81054  0.263
H: 5.74290 -1.04277 -0.69546  0.234
C: -4.42528 0.48726 1.11166  -0.808
C: -2.21092 -2.65756 -1.27378  -0.497
H: 3.90244 -3.90449 2.80618  0.238
H: 2.23366 1.14748 -1.81173  0.219
Te: -0.21011 -2.22991 -1.73860  0.131
C: -4.10116 -3.44219 -0.17382  -0.259
C: 3.92382 -1.53503 0.36426  -0.133
C: 2.56650 -1.19452 0.45183  0.176
O: -0.43275 1.25576 -1.03032  -0.767
C: 4.39135 -2.54643 1.24560  -0.162
H: 4.66143 0.72383 -2.05790  0.232
C: -2.60661 2.49462 0.95030  -0.820
C: 2.19098 -2.73837 2.24203  -0.214
C: -0.58175 2.47382 -3.03978  -0.199
N: 1.96929 -0.27267 -0.35581  -0.451
H: -1.61174 2.79335 0.62575  0.268
H: 0.28377 4.40667 -3.29553  0.240
C: -1.31846 1.44921 -3.62611  -0.104
C: -0.28978 3.62266 -3.76806  -0.154
C: -0.08662 2.36142 -1.62930  0.791
C: -1.46775 2.72348 -5.63802  -0.003
C: -2.68445 -3.37835 -0.21540  -0.286
H: -4.19702 0.51987 2.17468  0.240
H: -5.73550 -2.69028 -1.43465  0.236
H: -4.65719 -3.97969 0.57833  0.224
O: -1.94642 -0.04911 0.75941  -0.974
H: -5.21962 1.18553 0.85516  0.235
H: -0.51363 4.63957 -5.64786  0.229
I: 0.93945 -3.63270 3.63416  0.180
C: -4.68676 -2.77155 -1.20525  -0.451
C: 1.69145 -1.75482 1.42062  0.287
H: -2.03419 -3.83890 0.51186  0.236

Summary:
gap between HOMO and LUMO (spin up / spin down)	7.02 / 7.36	eV
multiplicity	2
max |F|	0.70	eV/Å

---

[4]
The following is a quantum chemistry calculation of the molecule C3H4O, from the Open Molecules 2025 dataset.

Each line ends with the natural charge from an NBO analysis.
CARTESIAN COORDINATES (ANGSTROEM)
C: -0.81031 0.27858 0.78783  -0.195
C: -0.88024 0.52848 -0.49805  -0.202
H: 0.18106 -1.45400 -0.33521  0.153
O: 1.54191 0.10179 -0.08448  -0.726
H: 2.15160 -0.63466 -0.19651  0.474
H: -1.49330 0.84742 -1.33731  0.223
C: 0.22362 -0.37798 -0.11744  0.045
H: -0.91435 0.71037 1.78117  0.229

Summary:
gap between HOMO and LUMO	10.28	eV
structure (SMILES)	OC1C=C1
max |F|	1.93	eV/Å
energy above the lowest of the compared OMol25 structures with the same formula, charge and spin	189.8	kJ/mol

---

[5]
The following is a quantum chemistry calculation of a cluster of 2 separate species, C3H10N2O2 in total, from the Open Molecules 2025 dataset.

Each line ends with the natural charge from an NBO analysis.
CARTESIAN COORDINATES (ANGSTROEM)
H: -2.16108 0.01373 1.32781  0.231
H: 1.59296 -0.66373 -1.17623  0.200
H: 0.26864 3.05476 0.85919  0.480
C: -1.87556 0.54699 0.42888  -0.712
H: 0.84078 -2.02741 -2.11370  0.188
H: 2.18411 -2.72335 -0.28053  0.362
O: 0.41244 0.98144 0.06476  -0.635
H: -2.55776 0.43952 -0.41972  0.230
O: 0.73679 3.83221 1.22717  -0.942
C: -0.48321 0.15299 -0.04243  0.675
N: -0.44239 -0.86626 -0.93771  -0.609
C: 0.87023 -1.47890 -1.17253  -0.059
N: 1.21800 -2.45602 -0.14095  -0.856
H: 1.23102 3.31858 1.88486  0.459
H: -1.11553 -1.62193 -0.88077  0.391
H: -1.87522 1.62657 0.56811  0.239
H: 1.15577 -2.12920 0.80378  0.360

Summary:
gap between HOMO and LUMO	10.57	eV
structure (SMILES)	CC(=O)NCN.O
max |F|	3.10	eV/Å
energy above the lowest of the compared OMol25 structures with the same formula, charge and spin	100.0	kJ/mol

---

[6]
The following is a quantum chemistry calculation of the molecule C4H8N2O, from the Open Molecules 2025 dataset.

Each line ends with the natural charge from an NBO analysis.
CARTESIAN COORDINATES (ANGSTROEM)
H: -1.24985 -1.95870 1.64135  0.472
O: -1.72429 -1.18619 1.97112  -0.699
H: 0.20376 0.18876 -2.54209  0.206
C: -0.59100 0.24351 0.25794  -0.141
H: -1.54551 0.09001 -0.28803  0.251
C: 1.03449 -0.27231 -2.00192  -0.417
H: 1.17019 -1.29895 -2.36253  0.194
H: 1.94229 0.28278 -2.32219  0.205
H: -1.45803 0.78297 2.23367  0.213
H: 0.03777 -0.12929 2.31579  0.176
C: -0.90575 -0.06018 1.77059  -0.066
C: 0.08086 1.45765 0.00576  0.250
H: 1.65782 -0.32170 -0.02679  0.386
N: 0.56486 2.50233 -0.10702  -0.380
N: 0.78239 -0.32069 -0.54563  -0.650

Summary:
gap between HOMO and LUMO	9.22	eV
structure (SMILES)	CN[C@H](C#N)CO
max |F|	3.30	eV/Å
energy above the lowest of the compared OMol25 structures with the same formula, charge and spin	395.3	kJ/mol